No. 1
Below is a structure of composition C28H30BrN3O3S4V, with properties calculated with the ωB97M-V functional and the def2-TZVPD basis.

E_LUMO (alpha / beta)	-0.1 / -0.1	eV
spin multiplicity	4

XYZ file:
```
70
Properties=species:S:1:pos:R:3:lowdin_charge:R:1
V -0.160 0.460 1.016 0.470
C 1.553 4.002 0.210 -0.494
C 0.335 3.987 1.122 -0.489
S -0.969 2.816 0.674 0.875
C -1.817 3.569 -0.735 -0.492
C -1.191 3.483 -2.123 -0.513
S -0.818 1.769 -2.592 0.880
C 0.713 2.010 -3.526 -0.531
C 1.508 0.706 -3.576 -0.526
S 2.054 0.055 -1.971 0.867
C 3.574 0.999 -1.683 -0.527
C 3.407 2.429 -1.163 -0.507
S 2.487 2.458 0.400 0.908
H 2.188 4.850 0.465 0.084
H 1.262 4.093 -0.833 0.048
H -0.117 4.977 1.184 0.085
H 0.624 3.674 2.124 0.064
H -1.989 4.611 -0.462 0.084
H -2.786 3.067 -0.743 0.051
H -0.277 4.067 -2.188 0.055
H -1.901 3.904 -2.838 0.076
H 1.287 2.787 -3.026 0.042
H 0.488 2.349 -4.539 0.080
H 2.387 0.827 -4.212 0.078
H 0.899 -0.090 -4.004 0.071
H 4.161 0.998 -2.603 0.078
H 4.118 0.402 -0.948 0.057
H 2.882 3.050 -1.885 0.053
H 4.390 2.871 -1.000 0.076
Br -3.988 0.786 1.059 0.860
C -2.917 0.103 2.457 -0.662
C -3.608 -0.465 3.517 -0.110
C -2.898 -0.898 4.616 -0.039
C -1.532 -0.679 4.651 0.009
C -0.919 -0.111 3.556 -0.150
N -1.589 0.206 2.418 -0.023
C 0.508 0.437 3.638 -0.617
O 1.248 0.025 4.514 0.065
O 0.745 1.342 2.743 -0.183
H -4.684 -0.541 3.467 0.098
H -3.410 -1.362 5.450 0.115
H -0.920 -0.912 5.512 0.125
N 5.577 -3.540 0.982 0.174
C 4.455 -3.670 0.226 -0.493
O 4.360 -4.470 -0.680 0.074
C 3.310 -2.757 0.582 -0.124
C 3.464 -1.557 1.255 0.000
C 2.347 -0.782 1.510 -0.127
N 1.106 -1.122 1.120 -0.026
C 0.965 -2.305 0.491 -0.086
C 2.031 -3.130 0.202 0.021
H 6.331 -4.180 0.804 0.113
H 5.591 -3.004 1.830 0.094
H 4.429 -1.193 1.584 0.118
H 2.450 0.152 2.048 0.083
H -0.041 -2.558 0.195 0.102
H 1.881 -4.058 -0.333 0.128
C -1.288 -0.513 -0.283 -0.212
C -2.168 -1.241 -0.729 -0.178
C -3.229 -2.082 -1.208 -0.272
C -3.642 -2.052 -2.544 -0.042
C -4.696 -2.842 -2.977 -0.094
C -5.359 -3.680 -2.090 -0.105
C -4.953 -3.728 -0.762 -0.094
C -3.899 -2.940 -0.325 -0.052
H -3.124 -1.399 -3.235 0.108
H -5.006 -2.805 -4.015 0.099
H -6.185 -4.293 -2.431 0.096
H -5.460 -4.385 -0.066 0.098
H -3.575 -2.979 0.707 0.107
```

---

No. 2
Below is a structure of composition C28H30BrN4Ti, with properties calculated with the ωB97M-V functional and the def2-TZVPD basis.

E_LUMO (alpha / beta)	-0.1 / -0.1	eV
spin multiplicity	2

XYZ file:
```
64
Properties=species:S:1:pos:R:3:lowdin_charge:R:1
Ti -0.032 0.211 -0.175 0.920
C -2.678 0.716 2.359 -0.191
C -1.834 -0.562 2.323 -0.180
C -2.150 -1.489 1.138 -0.211
N -1.230 -1.283 0.039 -0.098
C -1.119 -2.223 -0.922 -0.216
C -2.066 -3.227 -1.096 -0.021
C -2.058 -4.364 -1.918 -0.082
C -1.034 -4.878 -2.676 -0.109
C 0.235 -4.324 -2.876 -0.078
C 0.711 -3.090 -2.489 -0.005
C 0.112 -2.064 -1.737 -0.206
N 0.675 -0.874 -1.550 -0.132
C 1.992 -0.510 -2.001 -0.185
C 3.067 -1.043 -1.018 -0.132
C 2.460 -1.253 0.380 -0.202
N 1.657 -0.125 0.792 -0.070
C 2.034 0.708 1.752 -0.191
C 3.329 0.715 2.312 -0.016
C 3.793 1.217 3.511 -0.079
C 3.086 1.885 4.500 -0.108
C 1.790 2.369 4.405 -0.082
C 0.904 2.334 3.343 -0.006
C 0.948 1.644 2.115 -0.204
N -0.015 1.651 1.198 -0.097
C -1.194 2.482 1.274 -0.211
C -2.475 1.642 1.157 -0.177
H -2.440 1.261 3.277 0.111
H -3.733 0.430 2.420 0.111
H -2.029 -1.106 3.251 0.113
H -0.764 -0.324 2.297 0.090
H -3.198 -1.335 0.828 0.127
H -2.059 -2.532 1.484 0.125
H -2.972 -3.123 -0.512 0.095
H -2.975 -4.943 -1.886 0.104
H -1.222 -5.821 -3.172 0.096
H 0.925 -4.930 -3.450 0.102
H 1.717 -2.873 -2.827 0.098
H 2.024 0.596 -2.003 0.115
H 2.201 -0.853 -3.025 0.123
H 3.885 -0.322 -0.958 0.110
H 3.473 -1.995 -1.364 0.106
H 3.260 -1.479 1.097 0.111
H 1.791 -2.128 0.349 0.122
H 4.075 0.194 1.725 0.098
H 4.837 1.011 3.722 0.107
H 3.606 2.080 5.428 0.095
H 1.424 2.890 5.284 0.106
H -0.014 2.874 3.540 0.091
H -1.165 3.192 0.433 0.113
H -1.248 3.077 2.195 0.103
H -3.315 2.336 1.093 0.119
H -2.440 1.058 0.226 0.084
Br -2.070 3.992 -5.420 0.677
C -1.476 2.985 -3.899 -0.690
C -0.488 3.495 -3.078 -0.143
C -0.068 2.745 -1.986 -0.133
C -0.624 1.499 -1.668 -0.245
C -1.611 1.027 -2.547 -0.117
C -2.040 1.746 -3.653 -0.140
H -0.048 4.461 -3.284 0.095
H 0.724 3.160 -1.359 0.099
H -2.059 0.047 -2.381 0.093
H -2.794 1.345 -4.318 0.096
```

---

No. 3
Below is a structure of composition C28H30ClN10NaO4S2, with properties calculated with the ωB97M-V functional and the def2-TZVPD basis.

E_LUMO (alpha / beta)	3.2 / 3.4	eV
spin multiplicity	1
net charge	-2

XYZ file:
```
76
Properties=species:S:1:pos:R:3:lowdin_charge:R:1
Na -0.251 0.399 0.994 0.282
O 1.899 1.802 7.633 -0.063
C 0.770 1.303 7.463 -0.702
O -0.051 0.876 8.302 -0.076
C 0.307 1.202 5.986 -0.105
C -0.976 0.763 5.672 -0.022
C -1.369 0.691 4.349 -0.136
N -0.577 1.015 3.322 0.088
C 0.655 1.435 3.631 -0.181
C 1.136 1.551 4.929 0.048
C 1.583 1.778 2.466 -0.619
O 2.109 2.898 2.441 0.005
O 1.746 0.855 1.600 -0.142
H -1.638 0.481 6.480 0.102
H -2.370 0.359 4.087 0.097
H 2.135 1.913 5.126 0.122
N -3.545 -1.164 0.022 0.184
C -3.609 0.163 0.053 -0.427
N -4.830 0.733 0.067 0.161
C -4.817 2.055 0.112 -0.469
N -6.024 2.688 0.187 0.132
N -3.734 2.844 0.105 0.163
C -2.584 2.173 0.079 -0.275
N -2.450 0.857 0.060 0.172
C -1.333 2.997 0.044 -0.211
C -1.351 4.315 0.475 -0.011
C -0.167 5.034 0.433 -0.056
C 0.973 4.421 -0.051 -0.050
C 0.890 3.101 -0.472 -0.117
N -0.236 2.399 -0.427 0.120
H -4.420 -1.655 0.061 0.098
H -2.654 -1.693 0.082 0.052
H -6.833 2.138 -0.038 0.086
H -6.028 3.668 -0.031 0.087
H -2.271 4.739 0.847 0.102
H -0.134 6.053 0.796 0.104
H 1.926 4.929 -0.066 0.108
H 1.765 2.574 -0.834 0.085
C 0.380 -5.449 -2.766 -0.365
C -1.553 -4.230 -1.601 -0.341
C -0.707 -3.572 -0.683 -0.629
N -1.154 -2.684 0.178 -0.058
N -0.161 -2.057 0.901 -0.016
C 1.024 -2.477 0.583 -0.699
N 2.170 -2.012 1.179 0.083
S 1.039 -3.712 -0.648 1.060
H -1.650 -6.172 -2.782 0.071
H 1.104 -6.103 -3.219 -0.010
H -1.154 -5.629 -4.623 -0.021
H -2.612 -4.288 -1.391 0.079
H -2.366 -4.650 -3.519 0.035
H 2.058 -1.076 1.577 0.054
H 2.980 -2.040 0.578 0.047
Cl -1.054 -4.860 -3.126 0.471
C -0.638 -3.339 -3.856 -0.415
C 0.589 -3.184 -4.543 -0.118
C 1.191 -1.969 -4.566 -0.071
C 0.569 -0.810 -3.942 -0.330
C 1.244 0.334 -3.681 0.025
C -0.837 -0.965 -3.595 -0.043
C -1.429 -2.184 -3.605 -0.097
H 1.058 -4.070 -4.960 0.103
H 2.154 -1.841 -5.047 0.096
H 0.764 1.166 -3.183 0.039
H 2.296 0.431 -3.919 0.040
H -1.404 -0.078 -3.337 0.104
H -2.470 -2.301 -3.327 0.106
C 5.314 -0.028 -1.602 -0.441
S 3.840 0.508 -0.713 0.760
C 4.626 1.610 0.474 -0.399
H 5.813 0.804 -2.103 0.025
H 5.001 -0.751 -2.356 0.021
H 6.021 -0.513 -0.927 0.027
H 5.287 1.053 1.140 0.039
H 3.828 2.064 1.064 0.001
H 5.196 2.384 -0.044 0.031
```

---

| no. | molar mass (g mol⁻¹) |
| --- | --- |
| 1 | 715.68 |
| 2 | 550.35 |
| 3 | 693.19 |